{
  "formula": "C3H14O4",
  "method": "ωB97M-V/def2-TZVPD",
  "species": ["C", "O", "C", "C", "H", "H", "H", "H", "H", "H", "H", "H", "H", "H", "O", "H", "H", "O", "H", "H", "O"],
  "positions_angstrom": [[-1.1457, -1.4739, 0.5502], [-0.8090, -1.0863, 1.8424], [-0.8522, -0.3624, -0.5060], [-1.2810, -0.9418, -1.8496], [-2.0976, -2.0183, 0.5158], [-0.3110, -2.0961, 0.1900], [-1.4381, -1.5323, 2.4512], [0.2487, -0.2972, -0.4014], [-1.3087, 0.5880, -0.2269], [-0.7963, -1.9250, -2.0168], [-0.9674, -0.2953, -2.6739], [-2.3494, -1.0654, -1.9900], [0.2832, 1.2080, 2.5679], [0.3932, 1.8418, 3.8508], [0.8139, 1.8954, 2.9809], [2.3785, -1.0127, -3.2205], [1.4559, -0.0360, -2.7290], [1.4221, -0.8582, -3.2468], [2.0180, 2.7017, -0.1658], [1.2467, 2.3991, 1.0325], [1.1881, 2.2754, 0.0729]],
  "lowdin_spin": [0.22, 0.45, 0.15, 0.03, 0.00, 0.10, 0.00, 0.00, 0.02, 0.00, 0.02, 0.00, 0.00, 0.00, 0.00, 0.00, 0.00, 0.00, 0.00, 0.00, 0.00],
  "total_charge": 1,
  "e_lumo_ev": [-3.82, -9.85],
  "e_above_lowest_kj_mol": 163.5,
  "homo_lumo_gap_ev": [10.7, 4.7],
  "spin_multiplicity": 2,
  "energy_ev": -11517.4614
}